# 1
Molecular formula: C34H102N6O16
Method: DFT, ωB97M-V/def2-TZVPD

Last column: Löwdin spin population.
Atoms and positions in Å:
C1 -0.1844 3.2088 3.3976  0.000
O1 -0.1941 2.5098 4.6113  0.000
H1 -0.3354 2.5360 2.5535  0.000
H2 -0.8963 4.0335 3.3627  0.000
H3 0.7957 3.6422 3.1983  0.000
H4 0.7018 2.4993 4.9559  0.000
C2 -3.2736 -2.8984 2.7617  0.000
O2 -2.0041 -2.4089 2.9955  0.000
H5 -3.8118 -2.0937 2.2608  0.000
H6 -3.1843 -3.7868 2.1365  0.000
H7 -3.7814 -3.0066 3.7200  0.000
H8 -2.0525 -1.4803 3.2343  0.000
C3 -1.6598 0.4213 -4.8721  0.000
O3 -1.9579 -0.7076 -5.8042  0.000
H9 -0.8319 1.0169 -5.2568  0.000
H10 -2.5916 0.9662 -4.7205  0.000
H11 -1.4157 -0.0202 -3.9059  0.000
H12 -2.8536 -0.9776 -5.5886  0.000
C4 3.9640 -0.8165 0.0763  0.000
O4 3.7485 0.0820 -0.9452  0.003
H13 3.0519 -0.9087 0.6661  0.000
H14 4.1227 -1.8147 -0.3316  0.000
H15 4.8104 -0.5356 0.7031  0.000
H16 3.6804 0.9619 -0.5674  0.000
C5 -5.3013 -0.9658 -1.3893  0.000
O5 -4.2220 -0.1829 -1.7062  0.000
H17 -5.4107 -1.0691 -0.3098  0.000
H18 -6.2590 -0.5709 -1.7287  0.000
H19 -5.2368 -1.9549 -1.8427  0.000
H20 -3.5170 -0.3496 -1.0763  0.000
C6 0.8168 2.4019 -2.8405  0.000
O6 -0.3815 2.7430 -2.1237  0.000
H21 0.6574 1.7754 -3.7181  0.000
H22 1.4768 3.2404 -3.0630  0.000
H23 1.4559 1.8853 -2.1245  0.000
H24 -0.9858 3.2137 -2.7023  0.000
C7 2.0355 -0.1428 3.7915  0.000
C8 3.3379 0.7300 3.7169  0.000
C9 3.4443 1.7679 4.8869  0.000
O7 2.5193 2.8296 4.6846  0.000
C10 2.6242 3.8426 5.6176  0.000
N1 4.4985 -0.1457 3.8099  0.000
H25 2.2170 -1.0400 3.1997  0.000
H26 1.1855 0.4232 3.4104  0.000
H27 1.7811 -0.4622 4.8021  0.000
H28 3.3461 1.1874 2.7275  0.000
H29 4.4755 2.1126 4.9635  0.000
H30 3.3041 1.2540 5.8379  0.000
H31 1.9958 4.6904 5.3447  0.000
H32 3.6100 4.3031 5.6831  0.000
H33 2.3610 3.5709 6.6398  0.000
H34 4.3465 -0.7999 3.0555  0.000
H35 4.3837 -0.7004 4.6461  0.000
C11 0.1496 7.6225 -1.6953  0.000
C12 0.7374 6.5652 -0.7979  0.000
C13 -0.2925 5.6520 -0.0910  0.000
O8 -0.9500 6.3101 1.0312  0.000
C14 -2.2810 5.8274 1.3266  0.000
N2 1.7036 5.8084 -1.5977  0.000
H36 -0.4689 7.0991 -2.4243  0.000
H37 0.9042 8.2498 -2.1699  0.000
H38 -0.4893 8.2641 -1.0884  0.000
H39 1.3655 6.9955 -0.0179  0.000
H40 0.2598 4.8452 0.3907  0.000
H41 -0.9670 5.2167 -0.8285  0.000
H42 -2.9950 5.9831 0.5179  0.000
H43 -2.5859 6.4875 2.1386  0.000
H44 -2.2803 4.7570 1.5325  0.000
H45 2.4804 6.3574 -1.9373  0.000
H46 2.1869 5.1528 -1.0006  0.000
C15 3.8198 -6.0862 -2.0624  0.001
C16 4.2499 -5.4494 -0.7076  0.000
C17 3.0885 -5.1926 0.2366  0.000
O9 2.3150 -4.1213 -0.2889  0.002
C18 1.2283 -3.8253 0.6082  0.000
N3 5.0908 -6.4733 -0.1094  0.000
H47 3.2440 -5.3992 -2.6825  0.001
H48 3.2929 -7.0378 -1.9924  0.000
H49 4.6498 -6.2771 -2.7425  0.000
H50 4.8195 -4.5245 -0.7981  0.000
H51 3.4262 -4.9663 1.2480  0.000
H52 2.4723 -6.0822 0.3664  0.000
H53 1.6316 -3.4908 1.5641  0.000
H54 0.6213 -4.6953 0.8584  0.000
H55 0.6017 -3.0124 0.2412  0.000
H56 4.7572 -7.4195 0.0071  0.000
H57 5.3366 -6.2763 0.8503  0.000
C19 2.0181 -0.8315 -4.4106  0.011
C20 1.6252 -2.0107 -3.4485  0.116
C21 1.0345 -3.1925 -4.2602  0.029
O10 0.8647 -4.3028 -3.4103  0.026
C22 0.5110 -5.5613 -3.9169  0.002
N4 2.7704 -2.4177 -2.6531  0.671
H58 1.0907 -0.3623 -4.7390  -0.001
H59 2.6874 -1.0816 -5.2338  0.002
H60 2.6468 -0.0757 -3.9400  0.000
H61 0.8264 -1.6848 -2.7823  0.065
H62 1.7549 -3.5361 -5.0026  0.011
H63 0.1732 -2.9787 -4.8931  0.000
H64 0.1277 -6.1603 -3.0908  0.000
H65 1.4197 -6.0239 -4.3021  0.001
H66 -0.2617 -5.3522 -4.6567  0.000
H67 3.0422 -1.5845 -2.1513  0.023
H68 2.4354 -3.0519 -1.9420  0.023
C23 -3.6552 -3.6017 -5.4241  0.000
C24 -3.9002 -2.8436 -4.1610  0.000
C25 -2.7705 -3.1135 -3.1625  0.000
O11 -2.8189 -4.4819 -2.7190  0.001
C26 -2.0586 -4.7210 -1.5823  0.001
N5 -4.2605 -1.4266 -4.4622  0.000
H69 -2.6275 -3.5270 -5.7794  0.000
H70 -4.2206 -3.1937 -6.2619  0.000
H71 -3.8933 -4.6537 -5.2668  0.000
H72 -4.9017 -3.1255 -3.8362  0.000
H73 -2.9076 -2.4467 -2.3112  0.000
H74 -1.7699 -2.9379 -3.5574  0.000
H75 -2.4411 -4.1857 -0.7132  0.000
H76 -1.0085 -4.5283 -1.8022  0.000
H77 -1.9265 -5.7853 -1.3877  0.000
H78 -5.2257 -1.4864 -4.7537  0.000
H79 -4.4205 -0.8804 -3.6278  0.000
C27 -4.1131 1.0395 2.2207  0.000
C28 -3.1173 1.0583 3.4103  0.000
C29 -3.7428 0.5698 4.7274  0.000
O12 -4.7499 1.4979 5.0850  0.000
C30 -5.3809 1.2831 6.3552  0.000
N6 -1.8614 0.3748 3.0883  0.000
H80 -4.9421 1.6942 2.4892  0.000
H81 -4.4819 0.0387 1.9959  0.000
H82 -3.7167 1.4619 1.2974  0.000
H83 -2.8487 2.1137 3.4569  0.000
H84 -3.0095 0.5657 5.5339  0.000
H85 -4.0814 -0.4663 4.7286  0.000
H86 -4.6252 1.4834 7.1147  0.000
H87 -5.8254 0.2878 6.3552  0.000
H88 -6.1131 2.0872 6.4295  0.000
H89 -1.1859 0.8710 3.6518  0.000
H90 -1.5478 0.7396 2.2002  0.000
C31 2.6658 3.1678 0.7406  0.000
C32 3.1157 4.4242 1.4921  0.000
O13 3.7953 5.3629 0.6787  0.000
O14 3.6668 2.6580 -0.1158  0.000
H91 1.8618 3.4026 0.0431  0.000
H92 2.2260 2.4884 1.4707  0.000
H93 3.7239 4.1223 2.3447  0.000
H94 2.2031 4.8844 1.8708  0.000
H95 3.6992 6.2725 0.9705  0.000
H96 4.2239 3.3418 -0.4948  0.000
C33 -0.7633 -0.6971 -0.7268  0.003
C34 0.1391 0.2877 0.0606  0.001
O15 -0.6100 1.4588 0.2975  0.000
O16 -2.0222 -0.9729 -0.0795  0.001
H97 -0.2085 -1.6172 -0.9099  0.002
H98 -1.0388 -0.2137 -1.6641  0.001
H99 0.9906 0.5276 -0.5761  0.000
H100 0.4794 -0.1560 0.9962  0.000
H101 -0.4819 2.0634 -0.4371  0.000
H102 -1.8111 -1.2327 0.8202  0.000

Properties
Kohn-Sham gap (spin up / spin down) in eV: 9.584 / 3.530
Spin multiplicity: 2
Net charge: +1
⟨S²⟩: 0.755



# 2
Molecular formula: C34H102N8O13
Method: DFT, ωB97M-V/def2-TZVPD

Last column: Löwdin charge in e.
Atoms and positions in Å:
O1 27.5335 -2.0855 -6.7337  0.368
H1 26.9676 -1.5675 -6.1566  0.179
H2 27.1895 -2.1030 -7.6298  0.173
H3 28.3668 -1.6131 -6.6706  0.174
C1 25.8198 1.3761 -12.3451  -0.152
C2 25.0079 0.5870 -11.3261  -0.530
O2 25.6704 -0.5766 -10.8332  -0.465
H4 25.3116 2.2730 -12.6991  0.050
H5 26.1592 0.7801 -13.1922  0.052
H6 26.7701 1.7116 -11.9298  0.044
H7 24.0475 0.3563 -11.7871  0.068
H8 24.8222 1.2328 -10.4678  0.063
C3 28.2701 1.4760 -19.3254  -0.104
C4 27.0444 1.5566 -20.1874  -0.395
C5 26.3576 0.1842 -20.4376  -0.191
O3 27.2580 -0.7319 -21.0423  -0.202
C6 26.7763 -2.0717 -21.0355  -0.099
N1 26.1298 2.4352 -19.4017  0.016
H9 28.7721 2.4358 -19.2037  0.072
H10 29.1272 1.0048 -19.8066  0.072
H11 28.1040 1.0690 -18.3280  0.086
H12 27.3662 2.1470 -21.0454  0.134
H13 25.5117 0.3085 -21.1137  0.124
H14 26.0144 -0.2426 -19.4951  0.121
H15 27.2444 -2.7797 -21.7194  0.084
H16 25.7016 -2.0904 -21.2163  0.083
H17 27.0290 -2.4254 -20.0360  0.085
H18 26.6522 3.0964 -18.8447  0.057
H19 25.5825 1.8924 -18.7491  0.057
C7 20.0536 -2.5932 -21.0011  -0.069
C8 19.3878 -2.7379 -19.6372  -0.473
C9 20.2502 -2.0807 -18.5667  -0.200
O4 21.5192 -2.7114 -18.3003  -0.183
C10 22.0962 -2.2631 -17.0524  -0.105
N2 18.0820 -2.1825 -19.7128  0.032
H20 21.0100 -3.1160 -21.0096  0.078
H21 20.1828 -1.5323 -21.2153  0.082
H22 19.4949 -3.0207 -21.8337  0.073
H23 19.2508 -3.7847 -19.3659  0.140
H24 19.6662 -1.8998 -17.6643  0.123
H25 20.5881 -1.1132 -18.9380  0.120
H26 22.3601 -1.2060 -17.0828  0.080
H27 23.0870 -2.6948 -16.9106  0.081
H28 21.6160 -2.5107 -16.1057  0.086
H29 17.7741 -2.3506 -20.6600  0.067
H30 18.2633 -1.1938 -19.8112  0.068
C11 16.3629 2.9453 -14.0888  -0.041
C12 17.0736 2.8334 -15.5214  -0.405
C13 18.5842 2.5121 -15.5054  -0.218
O5 19.2208 3.6853 -15.0234  -0.189
C14 20.5850 3.7988 -15.4906  -0.088
N3 16.3368 1.8246 -16.2522  0.006
H31 16.9306 3.6882 -13.5284  0.057
H32 16.4791 2.0861 -13.4282  0.065
H33 15.3113 3.2201 -14.1704  0.068
H34 16.9052 3.7254 -16.1247  0.134
H35 18.8535 2.2325 -16.5239  0.112
H36 18.7102 1.6244 -14.8855  0.123
H37 21.1500 2.9402 -15.1276  0.084
H38 21.0736 4.7275 -15.1956  0.084
H39 20.6227 3.7514 -16.5789  0.078
H40 16.6357 1.7369 -17.2130  0.062
H41 16.4237 0.8879 -15.8844  0.068
C15 34.5877 -2.9700 -19.9795  -0.079
C16 34.0835 -2.3046 -18.6839  -0.423
C17 32.6781 -3.0000 -18.3591  -0.174
O6 32.0663 -2.2426 -17.3133  -0.228
C18 30.6731 -2.4775 -17.0462  -0.094
N4 35.0754 -2.4828 -17.6396  0.040
H42 33.8750 -2.8888 -20.8003  0.071
H43 34.7599 -4.0194 -19.7405  0.077
H44 35.5158 -2.4980 -20.3018  0.069
H45 33.7678 -1.2793 -18.8764  0.129
H46 32.6766 -4.0497 -18.0652  0.124
H47 31.9531 -2.8367 -19.1564  0.116
H48 30.0263 -2.0666 -17.8213  0.076
H49 30.3502 -2.1285 -16.0654  0.085
H50 30.4429 -3.5428 -17.0616  0.078
H51 34.5769 -2.1583 -16.8233  0.064
H52 35.8411 -1.8302 -17.7276  0.071
C19 22.4275 9.8544 -5.7513  -0.078
C20 21.8406 8.4634 -5.7231  -0.473
C21 22.8943 7.3810 -5.5191  -0.188
O7 23.6763 7.1488 -6.7124  -0.198
C22 24.2489 5.8687 -6.7536  -0.117
N5 20.8115 8.3992 -4.7427  0.034
H53 23.2683 9.9039 -6.4431  0.078
H54 22.8795 10.1224 -4.7964  0.077
H55 21.6840 10.5983 -6.0374  0.079
H56 21.3775 8.3813 -6.7065  0.144
H57 22.3111 6.5336 -5.1590  0.114
H58 23.5860 7.5511 -4.6940  0.124
H59 24.9538 5.8383 -7.5844  0.090
H60 23.4389 5.1444 -6.8402  0.087
H61 24.7916 5.7759 -5.8130  0.081
H62 21.1750 8.9458 -3.9751  0.068
H63 20.0089 8.9422 -5.0274  0.078
C23 19.1555 4.5157 -9.7025  -0.063
C24 18.4708 3.2927 -9.1216  -0.448
C25 19.1323 1.9678 -9.4985  -0.222
O8 18.3266 0.8025 -9.3384  -0.180
C26 19.0625 -0.3612 -9.7343  -0.109
N6 18.3988 3.3979 -7.6781  0.028
H64 20.2043 4.6162 -9.4234  0.076
H65 18.7534 5.4401 -9.2879  0.076
H66 19.0139 4.5956 -10.7803  0.075
H67 17.4262 3.2801 -9.4326  0.140
H68 20.1346 1.8611 -9.0835  0.127
H69 19.2685 2.0501 -10.5768  0.117
H70 19.8950 -0.4596 -9.0377  0.078
H71 19.6007 -0.3665 -10.6822  0.085
H72 18.4323 -1.2461 -9.6450  0.088
H73 17.9938 2.5268 -7.3661  0.066
H74 19.3512 3.4008 -7.3419  0.065
C27 30.2775 2.7157 -5.0925  -0.073
C28 30.1742 2.4794 -6.5913  -0.482
C29 30.8286 3.6733 -7.3529  -0.199
O9 32.2198 3.5837 -7.0834  -0.210
C30 32.9851 4.8030 -7.2952  -0.070
N7 30.6786 1.2277 -7.0119  0.050
H75 31.2867 2.9578 -4.7594  0.074
H76 30.1024 1.8167 -4.5015  0.070
H77 29.6753 3.5633 -4.7654  0.081
H78 29.1121 2.6189 -6.7926  0.126
H79 30.3815 4.6010 -6.9958  0.123
H80 30.6119 3.5483 -8.4138  0.123
H81 34.0242 4.4856 -7.2086  0.083
H82 32.8504 5.5460 -6.5092  0.084
H83 32.8440 5.2009 -8.3001  0.087
H84 30.9690 1.4437 -7.9549  0.073
H85 31.5702 1.2067 -6.5380  0.074
C31 28.9696 6.4243 -13.5145  -0.083
C32 28.6765 6.6307 -14.9824  -0.435
C33 27.5939 7.6219 -15.2626  -0.232
O10 27.1763 7.3893 -16.5925  -0.187
C34 26.1841 8.3709 -17.0252  -0.077
N8 29.9955 6.9568 -15.5623  0.026
H86 28.0512 6.3252 -12.9360  0.072
H87 29.4743 7.2878 -13.0813  0.076
H88 29.6250 5.5665 -13.3637  0.076
H89 28.4443 5.6478 -15.3923  0.136
H90 27.9022 8.6549 -15.1012  0.130
H91 26.7749 7.5160 -14.5511  0.122
H92 25.8446 8.0764 -18.0182  0.083
H93 26.5678 9.3898 -17.0780  0.083
H94 25.3204 8.2917 -16.3650  0.082
H95 30.4588 6.1553 -15.9663  0.065
H96 30.0079 7.5134 -16.4050  0.063
O11 23.2070 -4.9098 -9.8073  -0.054
H97 23.4337 -3.9842 -9.7167  0.027
H98 23.9912 -5.3781 -9.5210  0.021
O12 26.8084 -4.4333 -13.1711  -0.056
H99 27.3508 -4.9880 -12.6105  0.021
H100 26.7402 -3.6053 -12.6957  0.026
O13 30.1852 -0.3844 -11.1576  -0.068
H101 30.4533 0.1426 -11.9103  0.028
H102 29.2355 -0.4646 -11.2468  0.019

Properties
Kohn-Sham gap in eV: 3.621
Spin multiplicity: 1